1.
{
  "formula": "C9H9N",
  "method": "wB97M-V/def2-TZVPD",
  "symbols": ["C", "C", "C", "C", "C", "C", "C", "C", "C", "N", "H", "H", "H", "H", "H", "H", "H", "H", "H"],
  "coordinates": [[2.528, -1.023, -0.015], [2.802, 0.372, -0.102], [1.274, -1.435, -0.008], [1.847, 1.313, -0.061], [0.124, -0.562, 0.008], [0.469, 0.919, -0.016], [-3.006, -0.137, 0.101], [-3.620, -1.140, -0.188], [-2.136, 1.119, 0.241], [-0.351, 1.844, 0.149], [3.295, -1.780, -0.064], [3.817, 0.687, -0.497], [1.065, -2.484, -0.085], [2.043, 2.328, -0.052], [-0.401, -0.644, 0.994], [-0.723, -0.964, -0.733], [-4.409, -1.859, -0.448], [-2.356, 1.897, -0.548], [-2.263, 1.549, 1.325]],
  "mulliken_charge": [-0.285, -0.451, -0.737, -0.462, -0.192, 0.753, -0.328, 0.104, -0.741, -0.649, 0.367, 0.243, 0.373, 0.498, 0.297, 0.200, 0.390, 0.340, 0.280],
  "lumo_ev": [0.394, -2.274],
  "multiplicity": 3,
  "e_homo_ha": [-0.2163, -0.3331]
}

2.
{
  "formula": "C9H9N3",
  "method": "wB97M-V/def2-TZVPD",
  "symbols": ["C", "C", "C", "C", "C", "C", "C", "C", "C", "N", "N", "N", "H", "H", "H", "H", "H", "H", "H", "H", "H"],
  "coordinates": [[2.932, -0.388, -0.045], [2.092, -1.530, 0.002], [2.383, 0.845, -0.031], [0.741, -1.394, 0.052], [-3.255, 0.567, -0.032], [0.960, 1.066, 0.014], [0.110, -0.120, 0.043], [0.486, 2.336, 0.017], [-2.118, -1.264, 0.001], [-3.425, -0.711, -0.055], [-1.986, 1.015, 0.029], [-1.223, -0.068, 0.039], [4.002, -0.518, -0.083], [2.534, -2.514, 0.001], [3.006, 1.726, -0.053], [0.128, -2.281, 0.099], [-4.069, 1.267, -0.061], [1.177, 3.162, -0.027], [-0.564, 2.557, 0.063], [-1.996, -1.870, 0.907], [-1.915, -1.882, -0.880]],
  "nbo_charge": [-0.239, -0.178, -0.155, -0.258, 0.207, -0.147, 0.215, -0.307, -0.113, -0.470, -0.353, -0.113, 0.217, 0.215, 0.212, 0.214, 0.198, 0.185, 0.241, 0.214, 0.215],
  "lumo_ev": [-0.765, -0.650],
  "e_homo_ha": [-0.2643, -0.2746]
}

3.
{
  "formula": "C9H9N3",
  "method": "wB97M-V/def2-TZVPD",
  "symbols": ["C", "C", "C", "C", "C", "C", "C", "C", "C", "H", "H", "H", "H", "H", "H", "H", "H", "H", "N", "N", "N"],
  "coordinates": [[0.094, 0.231, 2.554], [2.433, 0.812, -0.093], [1.304, 0.335, 0.419], [0.043, -0.148, -0.307], [-0.301, 0.772, -1.313], [-1.424, 0.603, -2.113], [-2.000, -0.664, -1.890], [-1.584, -1.670, -1.008], [-0.550, -1.431, -0.113], [0.426, -0.775, 3.140], [-0.838, 0.018, 1.814], [-0.672, 1.350, 3.222], [2.640, 0.548, -1.125], [0.484, 1.633, -1.359], [-1.752, 1.003, -3.084], [-2.932, -0.696, -2.689], [-2.324, -2.724, -1.348], [-0.108, -2.373, 0.436], [1.359, 0.575, 1.795], [2.473, 1.315, 2.065], [3.226, 1.287, 0.996]],
  "nbo_charge": [-0.445, -0.155, 0.106, -0.073, -0.199, -0.229, -0.203, -0.219, -0.237, 0.240, 0.254, 0.222, 0.226, 0.238, 0.239, 0.212, 0.240, 0.254, -0.228, -0.027, -0.216],
  "lumo_ev": 0.528,
  "e_homo_ha": -0.3358
}

4.
{
  "formula": "C9H9N3O",
  "method": "wB97M-V/def2-TZVPD",
  "symbols": ["C", "N", "C", "C", "C", "C", "C", "C", "C", "N", "C", "N", "O", "H", "H", "H", "H", "H", "H", "H", "H", "H"],
  "coordinates": [[1.872, -0.590, -2.048], [0.890, -1.532, -1.514], [-0.421, -1.033, -1.181], [-0.478, -0.140, 0.075], [-0.258, -0.710, 1.324], [-0.361, 0.066, 2.507], [-0.665, 1.409, 2.330], [-0.923, 1.968, 1.073], [-1.496, 3.265, 0.824], [-2.032, 4.279, 0.570], [-0.724, 1.222, -0.086], [1.437, -2.596, -1.003], [0.744, -3.339, -0.278], [2.746, -1.271, -2.151], [1.565, -0.222, -3.034], [2.232, 0.261, -1.411], [-0.842, -0.494, -1.997], [-1.152, -1.854, -1.084], [-0.101, -1.853, 1.450], [-0.198, -0.458, 3.439], [-0.926, 1.969, 3.298], [-0.909, 1.654, -1.101]],
  "nbo_charge": [-0.435, -0.205, -0.279, -0.044, -0.186, -0.200, -0.171, -0.171, 0.276, -0.301, -0.162, 0.233, -0.433, 0.240, 0.208, 0.213, 0.215, 0.247, 0.254, 0.233, 0.235, 0.235],
  "smiles": "CN(Cc1cccc(C#N)c1)N=O",
  "lumo_ev": 0.051,
  "e_homo_ha": -0.3488
}

| no. | energy (eV) |
| --- | --- |
| 1 | -10960.0825 |
| 2 | -13946.6175 |
| 3 | -13942.6916 |
| 4 | -15993.6142 |